This record from the Open Molecules 2025 dataset describes a molecular structure, C31H31IrN5O2Si in a non-equilibrium geometry. The level of theory is wB97M-V/def2-TZVPD.

```
71
Properties=species:S:1:pos:R:3:forces:R:3
Ir 11.96902 4.22753 13.22878 1.1375 0.4280 -3.0134
C 9.31346 5.94424 10.98971 0.1898 -0.2554 -0.0001
C 9.84404 4.58509 10.64008 0.6814 -1.1553 -0.7355
C 9.41873 3.86066 9.48888 0.0167 0.7355 0.7289
C 9.89763 2.58985 9.21668 0.6858 -0.1684 0.5377
C 10.82020 1.99845 10.08442 0.1216 0.0643 0.4086
C 11.25476 2.73106 11.21948 -0.2820 0.2063 -1.0010
N 10.79439 4.00659 11.39563 -1.0735 0.8641 0.1436
N 12.10912 2.45706 12.23994 -0.2880 -2.4500 -1.2206
Si 12.82369 0.78755 12.63413 0.0997 0.3343 -0.3388
C 14.45198 0.67216 11.77320 -0.4447 0.3225 -0.0785
C 13.03219 0.96619 14.44051 0.0596 -0.3115 0.3555
C 11.71303 -0.62582 12.13950 -0.1208 0.5028 0.2296
H 8.49167 6.20834 10.32644 0.0944 0.0388 0.0085
H 10.10092 6.70179 10.92094 -0.0984 -0.1138 -0.0056
H 8.94133 5.94330 12.01409 0.0333 0.0142 0.0400
H 8.71561 4.33606 8.82384 -0.1473 -0.0177 -0.0462
H 9.57976 2.05808 8.32478 -0.0060 0.0730 0.1665
H 11.19968 1.00056 9.91131 -0.0355 0.0342 -0.0306
H 14.97032 1.61092 11.88042 0.3806 0.4045 -0.0376
H 14.31429 0.47335 10.71926 0.0388 -0.0362 -0.3588
H 15.06670 -0.10874 12.18552 0.2341 -0.4126 0.2345
H 13.57871 1.86854 14.68114 0.1483 0.3059 0.0847
H 13.60957 0.12942 14.82618 0.0735 -0.1487 0.0961
H 12.08524 0.97489 14.96578 -0.2592 0.0594 0.1714
H 11.89393 -0.94986 11.12725 0.1037 -0.1210 -0.4008
H 10.66595 -0.36679 12.22890 -0.3651 0.0132 0.0446
H 11.88571 -1.47719 12.79185 0.1225 -0.0990 0.1422
O 12.48278 6.63560 13.97523 2.5968 -0.7473 -2.0017
C 13.50925 6.39837 13.26515 -1.3249 0.7643 1.0626
N 14.55067 7.21479 13.06797 0.2265 2.1783 0.5964
C 15.61078 6.69895 12.24767 0.6884 1.0743 -0.1255
C 14.98367 5.25564 11.99773 2.2163 -1.8102 -2.7586
O 15.63979 4.44791 11.29657 -2.4605 1.8255 2.2613
N 13.74823 5.22453 12.56009 -0.2389 -0.1887 0.4756
C 16.97716 6.64464 12.98288 -0.2687 -0.1200 0.2135
C 17.19270 5.62293 13.90134 -0.1028 -0.1764 0.0289
C 18.35299 5.54737 14.65314 -0.3811 -0.3435 -0.0895
C 19.33662 6.50959 14.51456 0.5004 0.2786 -0.3433
C 19.14281 7.55928 13.62527 -0.1426 -0.1502 -0.0416
C 17.97789 7.62489 12.85992 -0.1583 -0.0646 0.0329
C 15.80702 7.47622 10.92307 -1.5855 -0.6242 1.2411
C 14.99263 8.53444 10.52469 -0.2586 0.6310 -0.4096
C 15.22425 9.18951 9.31063 -1.5985 0.1704 2.0361
C 16.21991 8.76630 8.45163 1.4072 -1.1158 -0.8411
C 16.98582 7.65820 8.79505 0.1031 -0.0499 0.3163
C 16.78612 7.01825 10.01870 0.9214 0.0692 -1.2417
H 14.56500 8.13286 13.50810 0.1283 -0.4403 -0.0729
H 16.43916 4.86087 14.03112 -0.0639 -0.1569 0.0169
H 18.48420 4.70667 15.32229 0.0454 0.0891 0.0480
H 20.28537 6.41046 15.03770 -0.2838 0.1300 0.0682
H 19.89914 8.32875 13.52532 -0.0715 -0.0615 -0.0726
H 17.85829 8.46098 12.18966 -0.1319 0.2199 -0.1265
H 14.15309 8.85900 11.13186 0.2381 -0.0478 0.0585
H 14.58225 10.02512 9.04980 0.1213 -0.0702 -0.0399
H 16.36453 9.25529 7.49868 0.0465 0.0422 -0.0244
H 17.73347 7.26763 8.12391 0.0710 0.0478 -0.1003
H 17.36242 6.14704 10.26754 0.0882 -0.3419 0.0738
N 11.24664 4.17201 14.93414 -2.0589 -0.3429 5.8956
C 10.85933 4.10074 16.04321 -0.2278 0.3239 -0.2317
C 10.30055 4.08044 17.40541 -0.6780 -0.0750 1.1203
C 10.52823 5.10282 18.37785 -0.0807 -0.2267 -0.2216
C 9.95776 5.07065 19.66603 0.3809 0.0697 -0.8304
C 9.12017 4.03961 20.05451 0.2349 -0.2567 -0.6183
C 8.85098 3.02856 19.13092 0.3890 0.2730 -0.1757
C 9.41860 3.04547 17.85542 0.2202 0.3419 -0.1144
H 11.14261 5.95343 18.14212 0.2344 0.1078 -0.1973
H 10.17749 5.87178 20.36436 0.0540 -0.0369 -0.2128
H 8.69880 4.01009 21.04978 -0.0377 0.0180 -0.0281
H 8.20678 2.20957 19.42926 0.0330 0.0243 -0.2463
H 9.12540 2.24497 17.21096 0.1085 -0.3427 -0.5052
```
Positions in Å, forces in eV/Å.

Values from the calculation:
2S+1: 6
E, eV: -54895.0348
Charge: +2
Frontier orbital gap (alpha / beta), eV: 7.4 / 3.8
Strongest force on any atom, eV Å⁻¹: 6.25
ΔE to the lowest compared entry with this formula, charge and spin, kcal per mole: 0.0